[1]
The following is a quantum chemistry calculation of C34H41AsFeO7S2Te as an isolated structure, from the OMol25 dataset.

As for the expectation value of S²: 1.0570. The spin multiplicity is 2. The value obtained for the orbital gap (spin up / spin down) is 6.10 / 8.26 eV. Its total charge is +1. The total energy comes out at -174435.4941 eV. As for the LUMO energy (spin up / spin down): -4.801 / -2.633 eV.

```
87
Properties=species:S:1:pos:R:3:forces:R:3
Fe -0.205144 -0.161902 0.020765 1.1197 -0.2165 0.2313
C -3.538136 0.192671 0.197526 -0.0549 0.0174 0.0273
C -2.589320 -0.755271 0.896466 -0.1095 0.0884 -0.2555
C -2.255497 -0.579326 2.250331 -0.0511 0.0079 -0.0275
C -2.799660 0.591854 3.036023 0.0568 0.0000 -0.0410
C -1.512788 -1.563522 2.904342 0.0251 -0.0534 0.0450
C -1.041688 -1.327033 4.317685 0.0167 0.0072 -0.0024
C -1.163989 -2.747874 2.243774 0.0052 0.0035 0.0578
C -0.400848 -3.823772 2.967689 0.0210 -0.0104 -0.0089
C -1.481321 -2.923560 0.898603 -0.0823 -0.0494 -0.0196
C -0.970436 -4.140550 0.173152 0.0168 -0.0187 -0.0106
C -2.227678 -1.944297 0.221764 0.0057 0.0325 0.0040
C -2.932698 -2.275140 -1.076903 -0.0217 -0.0183 -0.0317
H -4.574799 -0.120735 0.354543 0.0097 -0.0136 0.0395
H -3.366763 0.216263 -0.876911 -0.0034 -0.0164 0.0173
H -3.442229 1.210008 0.566800 -0.0219 -0.0025 -0.0166
H -2.063203 1.387648 3.178339 0.0000 -0.0057 0.0090
H -3.107385 0.261978 4.027253 0.0019 0.0256 0.0100
H -3.676604 1.021761 2.560193 -0.0084 -0.0002 0.0133
H -1.681377 -1.824060 5.052156 -0.0019 -0.0001 -0.0049
H -1.027152 -0.266489 4.563410 -0.0046 -0.0035 0.0013
H -0.031316 -1.711191 4.459529 0.0049 -0.0057 -0.0105
H 0.675215 -3.726247 2.786039 -0.0201 0.0120 -0.0019
H -0.700472 -4.814195 2.628935 0.0039 0.0022 -0.0001
H -0.563683 -3.786596 4.041426 -0.0088 0.0046 0.0063
H -1.580747 -5.027069 0.365219 -0.0019 0.0076 0.0118
H 0.045858 -4.368412 0.495588 -0.0031 0.0007 -0.0018
H -0.945702 -3.989430 -0.905048 0.0164 0.0037 0.0164
H -2.656793 -1.643232 -1.918179 -0.0159 -0.0034 0.0583
H -4.007815 -2.150929 -0.930874 -0.0018 -0.0347 0.0014
H -2.768687 -3.308004 -1.369588 -0.0003 0.0184 -0.0145
O 3.017535 -2.911430 1.464014 -0.0827 -0.0929 0.0574
As 2.492156 -1.354594 0.861843 0.1696 0.0977 -0.1375
O 3.052321 -1.261591 -0.687268 0.0632 0.0587 0.2274
O 0.789684 -1.430043 0.926655 -0.2815 -0.4975 0.1790
C 3.078115 -0.321085 2.366218 -0.1630 0.0499 0.2109
C 4.300344 -0.659785 2.928227 0.0722 0.0307 -0.0614
C 4.693888 -0.109920 4.142579 0.0145 -0.0096 -0.0259
C 3.861947 0.767891 4.812912 -0.0418 0.0278 0.0143
C 2.638182 1.127825 4.260981 0.1059 0.0220 -0.0464
C 2.257031 0.594334 3.042865 0.1720 -0.0449 -0.0781
S 0.689188 1.153360 2.386948 -0.2180 0.0213 0.0836
O 0.229213 2.239517 3.253215 0.2204 0.0680 -0.0919
O 1.295585 1.882828 1.017370 -0.1569 -0.0071 -0.0121
O 1.418721 0.814538 0.052461 0.1076 0.2955 -0.0029
H 3.211075 -3.484414 0.710118 0.0272 -0.0033 0.0093
H 4.946821 -1.366895 2.426368 -0.0279 -0.0446 0.0149
H 5.647032 -0.389067 4.570595 0.0062 0.0026 -0.0110
H 4.160898 1.177174 5.768482 -0.0018 0.0134 -0.0059
H 1.983809 1.833885 4.754133 -0.0136 -0.0131 0.0102
Te 0.923329 -1.271932 -2.069502 -0.5325 0.0213 -0.2405
C -0.748627 -1.107062 -3.379402 0.0635 0.0696 -0.1103
C -0.963229 -2.214926 -4.192705 -0.0728 -0.0039 -0.0314
C -2.002304 -2.213468 -5.116575 0.0303 -0.0345 0.0294
C -2.830531 -1.108739 -5.225788 -0.0255 0.0291 0.0003
C -2.626592 -0.004009 -4.407648 -0.0062 -0.0167 0.0046
C -1.590391 -0.002539 -3.486947 -0.0092 -0.0214 -0.0280
C 2.043122 0.141130 -3.122115 0.1544 0.0054 0.0855
C 3.313868 -0.257552 -3.514877 0.0757 0.0810 -0.0033
C 4.088333 0.604660 -4.279522 -0.0199 -0.0214 0.0303
C 3.599560 1.854098 -4.628105 0.0026 0.0175 -0.0059
C 2.332641 2.248623 -4.217761 -0.0006 -0.0012 0.0046
C 1.547956 1.389718 -3.464441 -0.0177 -0.0267 -0.0833
H -0.328578 -3.090990 -4.114164 0.0232 0.0176 0.0011
H -2.162606 -3.077843 -5.747379 0.0069 0.0014 -0.0010
H -3.637746 -1.106726 -5.946129 -0.0062 -0.0029 0.0082
H -3.281555 0.854639 -4.483507 0.0054 0.0031 -0.0018
H -1.466945 0.849056 -2.832887 0.0229 -0.0173 -0.0280
H 3.710113 -1.217742 -3.212369 -0.0148 0.0038 0.0062
H 5.076715 0.298487 -4.594743 -0.0012 0.0035 -0.0028
H 4.206958 2.524541 -5.221369 -0.0031 0.0028 -0.0004
H 1.954402 3.224442 -4.495625 -0.0016 0.0004 0.0033
H 0.554052 1.688145 -3.162251 -0.0026 -0.0300 -0.0249
O -1.053365 1.433324 -0.536970 -0.5482 0.2095 -0.2050
S -1.327833 2.864969 -0.972792 -0.0564 -0.0856 0.0506
C -1.649241 3.804142 0.550679 -0.0055 0.0342 0.0330
C -0.425476 4.667199 0.843106 0.0197 -0.0342 -0.0168
C 0.166029 5.028763 -0.517374 -0.0153 -0.0068 0.0061
C 0.231828 3.727957 -1.313270 0.0419 -0.0105 0.0275
H -1.888651 3.067027 1.317921 0.0062 0.0091 0.0019
H -2.537500 4.400634 0.338619 -0.0061 0.0019 0.0203
H 0.291991 4.098246 1.429899 -0.0021 0.0228 0.0068
H -0.706926 5.548314 1.417803 -0.0151 0.0096 -0.0180
H 1.158549 5.469890 -0.436576 0.0066 -0.0095 0.0076
H -0.472967 5.751069 -1.031436 0.0119 0.0138 0.0022
H 1.021180 3.059560 -0.973272 0.0365 -0.0047 0.0299
H 0.309755 3.868980 -2.389251 -0.0084 0.0158 0.0052
```
Forces are in eV/Å.

[2]
The following is a quantum chemistry calculation of C34H41Br2Cl3N7O5PReSeSi as an isolated structure, from the OMol25 dataset.

As for the expectation value of S²: 3.7641. The spin multiplicity is 4. The value obtained for the orbital gap (spin up / spin down) is 6.43 / 6.32 eV. Its total charge is +2. The total energy comes out at -318882.7179 eV. As for the LUMO energy (spin up / spin down): -5.584 / -5.817 eV.

```
96
Properties=species:S:1:pos:R:3:forces:R:3
Re 0.311276 -0.257062 1.218198 -0.7061 0.6233 0.0984
Br 1.825071 2.312205 6.396721 0.1613 -0.1651 -0.3240
C 2.788227 1.891190 4.823425 -0.5304 -0.2223 -0.2087
C 4.067912 2.444402 4.697195 0.4053 0.0392 -0.3320
C 4.825344 2.174061 3.589871 0.1024 0.1546 0.3238
Br 6.574721 2.900331 3.482777 -0.3299 -0.1172 0.0527
C 4.316067 1.367335 2.539481 -0.3357 0.0706 0.2056
C 5.083759 1.023648 1.412697 -0.2843 -0.3050 -0.3738
C 4.519202 0.242781 0.440463 0.3131 0.3343 0.2601
C 3.173242 -0.093658 0.542896 0.0193 -0.1290 -0.0554
N 2.396824 0.223940 1.573830 0.4392 -0.0824 -0.0480
C 2.978371 0.880228 2.629792 0.4005 0.2584 0.3864
C 2.239725 1.103584 3.827415 0.1851 0.0419 0.4086
O 1.010349 0.518838 3.917697 0.1817 0.3053 0.1940
H 4.447084 3.076480 5.486587 0.0535 -0.0217 0.0163
H 6.099237 1.374744 1.327685 0.1103 -0.0146 0.0352
H 5.080497 -0.079350 -0.418416 0.0437 -0.0064 -0.1814
H 2.714271 -0.615749 -0.286170 -0.0400 -0.0208 0.1135
C 1.374756 4.919121 2.571676 0.0633 0.0937 -0.0161
C 0.414299 3.825521 2.297009 -0.2015 -0.4184 -0.1187
C -0.927841 3.667821 2.587269 0.1544 -0.1522 -0.0886
C -1.280549 2.388342 2.148597 0.2245 0.3658 0.0173
N -0.208462 1.773793 1.627543 -0.1117 -0.0833 -0.1844
N 0.799530 2.676599 1.711984 0.0339 0.5756 0.3213
C -2.635686 1.790973 2.187358 0.1479 -0.0734 -0.0865
H 0.881631 5.886318 2.541285 -0.0158 0.0441 -0.0222
H 2.180892 4.912701 1.841882 0.1034 0.0762 -0.0461
H 1.811936 4.798373 3.565180 -0.0111 -0.0135 -0.0096
H -1.584602 4.382429 3.037527 -0.1020 0.1862 0.1431
H 1.676493 2.523897 1.236765 -0.1823 -0.1112 -0.0546
H -3.364430 2.559620 2.427730 -0.0445 0.0246 0.0423
H -2.697997 1.004103 2.936382 -0.0654 -0.1134 0.0604
H -2.871576 1.367903 1.214449 -0.1290 0.0257 0.0480
C -5.365401 -0.807338 2.148660 0.3445 -0.1780 -0.0248
C -4.010310 -1.488697 2.111190 -0.4192 -0.0156 0.2189
O -3.292849 -0.939105 0.998009 0.4767 -0.0030 -0.1165
P -1.804672 -1.137635 0.455796 -0.5614 -0.3353 -0.4278
O -1.768328 -2.727981 0.081228 -0.1354 0.5447 -0.0952
C -1.798460 -3.850726 0.973558 -0.1292 -0.3694 0.1096
C -2.719725 -4.906150 0.380790 0.1955 0.2692 0.1310
O -1.936603 -0.530445 -0.992937 0.0603 0.0648 0.0580
C -3.119508 -0.638357 -1.816498 -0.3787 0.1100 -0.2821
C -3.991008 0.594212 -1.662703 0.2775 -0.2170 0.0451
H -5.919231 -1.170407 3.008609 -0.1417 0.0065 0.0892
H -5.925523 -1.032073 1.245782 -0.0853 -0.0475 -0.0723
H -5.250705 0.269261 2.221903 0.0002 0.1465 0.0891
H -4.146333 -2.563551 1.965905 0.1330 0.0486 -0.0088
H -3.456414 -1.315558 3.038162 -0.0077 -0.0207 -0.1013
H -2.133924 -3.546695 1.965432 -0.0321 0.0423 0.0224
H -0.782658 -4.249564 1.073645 -0.0546 0.1271 -0.0062
H -3.672587 -4.466329 0.093797 -0.0846 0.0342 0.0561
H -2.901017 -5.691699 1.108044 -0.0057 -0.1313 0.0562
H -2.268911 -5.351064 -0.502626 0.0205 -0.0590 -0.0864
H -3.671895 -1.542336 -1.553246 0.0933 -0.0296 -0.0673
H -2.752758 -0.721682 -2.843481 -0.0121 -0.0779 0.1711
H -4.450434 0.619048 -0.680168 -0.0758 0.0294 0.0999
H -4.773682 0.584388 -2.414388 -0.1204 0.0049 -0.1038
H -3.389757 1.489231 -1.793859 0.0478 0.1362 -0.0635
N -0.413105 -4.062654 -2.604742 -0.3397 0.0873 -0.2653
C 0.862895 -4.367096 -2.272050 -0.0498 0.3329 0.1968
O 1.623654 -4.977422 -2.976446 0.3171 -0.2637 -0.0543
C 1.244775 -3.853325 -0.907884 0.2544 -0.0248 0.2595
C 1.976132 -4.654635 -0.034646 -0.0915 0.3135 -0.0459
C 2.212346 -4.180505 1.247060 -0.0903 0.0364 -0.1058
C 1.715419 -2.938791 1.607400 0.3009 -0.2057 0.2759
N 1.042187 -2.146630 0.761587 0.4101 -0.8423 -0.2389
C 0.843439 -2.600188 -0.482382 0.0152 -0.3632 -0.4605
H -0.782811 -4.456234 -3.455423 0.0137 0.0116 -0.0215
H -1.050356 -3.661773 -1.937409 -0.0707 -0.0074 0.0658
H 2.341301 -5.611610 -0.373245 0.0219 -0.1451 0.0064
H 2.761441 -4.766355 1.969808 0.0037 0.0172 0.0205
H 1.870198 -2.563026 2.611682 -0.0285 0.0532 -0.0360
H 0.331236 -1.930078 -1.159933 0.0138 0.0221 -0.0158
Cl 1.574663 -1.514257 6.023629 -0.0669 -0.0472 0.2542
Si 0.229099 -0.423172 5.032906 0.5079 0.3896 -1.0233
Cl -0.761173 -1.579435 3.649017 -0.3072 -0.6106 0.4276
Cl -1.154747 0.589588 6.024399 -0.3364 -0.0105 0.3787
C 0.106931 -0.482477 -4.381080 -0.0643 -0.5031 0.0109
N 0.460075 0.909324 -4.405386 0.0692 0.5183 0.2744
C 0.829851 1.661100 -3.354077 0.2053 0.0501 0.2745
Se 1.126478 1.139684 -1.626442 0.1332 -0.1912 0.6743
N 1.076292 2.914533 -3.782559 -0.0884 -0.1754 0.0412
C 0.881133 2.984828 -5.142263 -0.2618 -0.3751 -0.8292
C 1.013243 4.023719 -6.050006 -0.0447 -0.1421 0.0957
C 0.724049 3.736531 -7.370623 0.0156 -0.0099 -0.0062
C 0.324099 2.460127 -7.772073 0.0184 0.0139 -0.0397
C 0.200152 1.417356 -6.872306 0.0120 -0.0084 0.1760
C 0.481931 1.697756 -5.542901 0.1517 0.8783 -0.4795
H 0.012744 -0.804846 -3.345000 0.0015 0.0589 -0.0567
H 0.872279 -1.083353 -4.877632 -0.0289 0.0513 0.0388
H -0.843061 -0.624940 -4.897477 0.0145 0.0083 0.0200
H 1.384680 3.666758 -3.186978 -0.0291 -0.2038 0.0728
H 1.328461 5.006810 -5.739344 0.0257 0.1215 0.0145
H 0.816848 4.514880 -8.111931 -0.0036 0.0590 -0.0533
H 0.114795 2.283801 -8.815773 -0.0175 -0.0317 -0.0699
H -0.094452 0.431801 -7.194861 -0.0453 -0.1114 -0.0446
```
Forces are in eV/Å.